The following is a DFT calculation (the ωB97M-V functional and the def2-TZVPD basis) of a 2-piece molecular cluster, C5H6ClOPS overall at a distorted geometry.

ORCA input file:
```
! RIJCOSX wB97M-V def2-TZVPD def2/J DEFGRID3
* xyz 0 1
C 1.072 2.359 0.458
C 0.575 1.179 1.113
C 1.283 2.155 -0.852
C 0.362 0.117 0.172
C -0.632 -2.593 1.461
O 0.468 -2.287 -1.060
P 0.002 -1.724 0.213
S 0.831 0.638 -1.441
Cl -2.681 -0.012 -2.242
H 1.304 3.350 0.874
H 0.460 1.045 2.213
H 1.764 2.731 -1.666
H -2.968 -1.039 -2.918
H -0.787 -3.716 1.272
H -1.052 -2.203 2.403
*
```

Properties
Gap between HOMO and LUMO (eV): 8.970
E_LUMO (eV): 0.0372
HOMO energy (eV): -8.9
F_max (eV/Å): 2.597
Electronic energy (eV): -39974.848
Relative energy (zero: lowest compared OMol25 entry of this formula, charge and spin) (kcal per mole): 0.0

---

The following is a DFT calculation (the ωB97M-V functional and the def2-TZVPD basis) of a 2-piece molecular cluster, CH3F3NO2S overall at a distorted geometry.

ORCA input file:
```
! RIJCOSX wB97M-V def2-TZVPD def2/J DEFGRID3
* xyz 1 1
C 0.230 -0.728 0.396
N -4.014 0.455 0.493
O -1.982 -2.216 0.588
O -1.790 -0.817 -1.475
F -4.335 -0.677 -0.238
F -4.192 1.493 -0.333
F -2.563 0.400 0.696
S -1.337 -1.203 -0.177
H 0.779 -1.710 0.405
H 0.741 -0.007 -0.250
H 0.286 -0.050 1.286
*
```

Properties
Gap between HOMO and LUMO (eV): 10.310
E_LUMO (eV): -6.9932
HOMO energy (eV): -17.3
F_max (eV/Å): 3.203
Electronic energy (eV): -25642.333
Relative energy (zero: lowest compared OMol25 entry of this formula, charge and spin) (kcal per mole): 16.8

---

The following is a DFT calculation (the ωB97M-V functional and the def2-TZVPD basis) of C11H34BrCuN8O5 as an isolated structure at a distorted geometry.

ORCA input file:
```
! RIJCOSX wB97M-V def2-TZVPD def2/J DEFGRID3
* xyz 1 2
Cu -0.127 -0.621 4.852
Br -0.582 -0.301 2.294
C 2.216 2.509 0.166
O 2.844 2.031 1.116
N 2.788 2.982 -0.974
N 0.853 2.585 0.163
H 3.794 2.968 -0.964
H 2.277 3.578 -1.599
H 0.359 3.112 -0.533
H 0.346 2.124 0.903
C -4.397 1.933 2.321
O -5.263 2.388 1.609
N -3.049 1.998 1.987
N -4.621 1.427 3.574
H -2.405 1.232 2.141
H -2.878 2.526 1.148
H -5.564 1.377 3.914
H -3.862 1.095 4.135
C -3.357 -3.835 2.528
O -3.672 -4.960 2.223
N -3.745 -3.277 3.718
N -2.546 -3.058 1.748
H -4.270 -3.864 4.339
H -3.596 -2.325 3.990
H -2.175 -3.423 0.893
H -2.359 -2.111 2.029
C 4.011 -2.605 2.017
C 4.083 -1.131 1.548
C 3.997 -1.071 -0.009
O 5.048 -1.825 -0.514
C 5.039 -1.793 -1.942
N 3.055 -0.371 2.126
H 3.382 -2.694 2.905
H 4.986 -2.963 2.340
H 3.626 -3.274 1.250
H 5.071 -0.761 1.823
H 4.093 -0.019 -0.300
H 3.049 -1.510 -0.351
H 4.146 -2.327 -2.278
H 5.921 -2.346 -2.257
H 5.101 -0.793 -2.377
H 2.113 -0.615 1.791
H 3.100 0.677 1.972
C -0.012 0.224 -2.685
C -1.151 1.135 -2.279
C -2.211 1.331 -3.352
O -1.599 1.567 -4.575
C -2.501 1.622 -5.658
N -1.792 0.521 -1.105
H 0.604 0.676 -3.469
H -0.341 -0.701 -3.159
H 0.625 0.030 -1.819
H -0.774 2.137 -2.017
H -2.935 2.094 -3.025
H -2.834 0.419 -3.342
H -3.213 2.449 -5.619
H -3.071 0.684 -5.676
H -1.901 1.651 -6.563
H -2.597 1.047 -0.782
H -1.130 0.448 -0.342
*
```

Properties
Gap between HOMO and LUMO (alpha / beta) (eV): 6.325 / 4.360
E_LUMO (alpha / beta) (eV): -5.2794 / -7.2441
⟨S²⟩: 0.754
HOMO energy (alpha / beta) (eV): -11.6 / -11.6
F_max (eV/Å): 2.660
Electronic energy (eV): -148792.400
Relative energy (zero: lowest compared OMol25 entry of this formula, charge and spin) (kcal per mole): 128.5

---

The following is a DFT calculation (the ωB97M-V functional and the def2-TZVPD basis) of a 2-piece molecular cluster, C20H28Cl2FNO3 overall at a distorted geometry.

ORCA input file:
```
! RIJCOSX wB97M-V def2-TZVPD def2/J DEFGRID3
* xyz 0 1
C 4.238 -1.858 0.038
C 3.546 -0.516 0.148
O 2.720 -0.549 1.395
C 1.994 0.598 1.548
C 0.643 0.245 2.270
C -0.423 1.303 2.594
O -1.374 0.945 3.254
C -0.428 2.607 1.853
C -1.267 2.651 0.569
C -2.757 2.279 0.746
C -3.173 0.975 0.047
C -3.579 -0.204 0.947
C -3.150 -1.594 0.403
C -1.711 -1.937 0.695
C -1.391 -2.240 2.165
C 0.105 -2.301 2.543
C 0.678 -1.028 3.168
O 2.282 1.641 0.989
H 5.082 -1.747 -0.658
H 4.646 -2.216 1.000
H 3.555 -2.601 -0.368
H 4.259 0.311 0.277
H 2.912 -0.318 -0.707
H -0.845 3.347 2.554
H 0.606 2.847 1.610
H -1.223 3.689 0.206
H -0.794 2.065 -0.232
H -3.004 2.265 1.816
H -3.350 3.097 0.296
H -4.041 1.206 -0.590
H -2.382 0.665 -0.648
H -3.199 -0.049 1.964
H -4.676 -0.222 1.015
H -3.800 -2.367 0.832
H -3.249 -1.601 -0.692
H -1.269 -2.707 0.042
H -1.203 -1.053 0.359
H -1.894 -1.521 2.828
H -1.831 -3.229 2.383
H 0.212 -3.095 3.303
H 0.714 -2.603 1.678
H 1.713 -1.203 3.477
H 0.115 -0.784 4.068
Cl -0.989 0.773 -2.808
C 0.372 0.758 -3.846
N 1.563 0.645 -3.268
F -0.014 -0.175 1.115
C 2.640 0.465 -3.995
Cl 4.101 0.204 -3.119
C 2.598 0.481 -5.389
C 1.386 0.712 -6.024
C 0.228 0.845 -5.233
H 3.539 0.312 -5.897
H 1.325 0.787 -7.097
H -0.753 1.001 -5.624
*
```

Properties
Gap between HOMO and LUMO (eV): 10.060
E_LUMO (eV): 0.3948
SMILES: CCOC(=O)[C@@]1(F)CCCCCCCCCCC1=O.Clc1cccc(Cl)n1
HOMO energy (eV): -9.7
F_max (eV/Å): 1.661
Electronic energy (eV): -56588.130
Relative energy (zero: lowest compared OMol25 entry of this formula, charge and spin) (kcal per mole): 0.0

---

The following is a DFT calculation (the ωB97M-V functional and the def2-TZVPD basis) of one molecule with the formula C3H5NO at a distorted geometry.

ORCA input file:
```
! RIJCOSX wB97M-V def2-TZVPD def2/J DEFGRID3
* xyz 0 1
C 1.012 -0.158 0.344
C -1.515 0.415 -0.118
C -0.174 -0.628 -0.272
N 2.183 -0.136 -0.144
O -1.395 -0.843 0.330
H 0.923 0.353 1.300
H -1.621 1.260 0.553
H -1.939 0.567 -1.146
H -0.242 -1.057 -1.376
H 2.768 0.226 0.529
*
```

Properties
Gap between HOMO and LUMO (eV): 10.349
E_LUMO (eV): 0.8888
SMILES: [H]/N=C/[C@@H]1CO1
HOMO energy (eV): -9.5
F_max (eV/Å): 5.826
Electronic energy (eV): -6726.293
Relative energy (zero: lowest compared OMol25 entry of this formula, charge and spin) (kcal per mole): 75.6

---

The following is a DFT calculation (the ωB97M-V functional and the def2-TZVPD basis) of C34H33N10O2S2Sr as an isolated structure at a distorted geometry.

ORCA input file:
```
! RIJCOSX wB97M-V def2-TZVPD def2/J DEFGRID3
* xyz 1 1
Sr 0.178 -0.462 0.160
C -0.409 -0.308 3.643
N -0.811 0.674 2.606
C -2.293 0.895 2.675
C 0.054 1.856 2.870
C -0.335 2.862 3.748
C 0.548 3.845 4.103
C 1.836 3.858 3.576
C 2.239 2.820 2.770
C 1.356 1.744 2.438
N 1.752 0.717 1.635
C 3.002 0.183 1.764
C 3.727 0.190 2.926
C 5.003 -0.402 3.076
C 5.661 -0.852 1.920
C 4.906 -0.987 0.763
C 3.625 -0.453 0.666
N 2.833 -0.485 -0.562
C 3.213 -1.498 -1.499
C 2.867 0.882 -1.122
H -0.574 0.121 4.626
H 0.604 -0.626 3.500
H -1.056 -1.205 3.646
H -2.723 1.413 3.527
H -2.744 -0.040 2.547
H -2.629 1.428 1.799
H -1.345 2.820 4.074
H 0.291 4.624 4.792
H 2.376 4.821 3.765
H 3.162 2.724 2.294
H 3.192 0.607 3.788
H 5.536 -0.413 3.989
H 6.671 -1.304 1.950
H 5.272 -1.462 -0.148
H 4.197 -1.240 -1.880
H 2.434 -1.668 -2.277
H 3.372 -2.354 -0.882
H 3.800 1.385 -0.881
H 2.005 1.579 -0.860
H 2.676 0.814 -2.174
O -2.741 0.733 -6.973
N -3.494 0.969 -6.062
O -4.662 1.091 -6.232
C -3.010 1.084 -4.696
C -3.376 2.127 -3.935
C -2.639 2.381 -2.734
C -2.652 3.645 -2.075
C -1.831 3.883 -0.972
C -1.038 2.834 -0.554
N -0.978 1.672 -1.190
C -1.735 1.480 -2.241
C -1.509 0.228 -3.001
N -0.716 -0.774 -2.435
C -0.501 -1.876 -3.189
C -0.964 -1.994 -4.467
C -1.766 -1.007 -5.038
C -2.041 0.098 -4.269
H -4.135 2.780 -4.277
H -3.383 4.459 -2.333
H -1.834 4.807 -0.383
H -0.365 2.961 0.303
H 0.085 -2.710 -2.676
H -0.852 -2.942 -4.956
H -2.350 -1.095 -5.955
N 2.363 -3.279 1.467
C 1.136 -3.772 1.185
N 0.192 -3.045 0.682
C -1.063 -3.720 0.584
C -0.911 -5.009 0.776
S 0.721 -5.434 1.390
C -2.233 -3.003 0.137
C -3.309 -3.635 -0.387
S -4.472 -2.535 -1.019
C -3.474 -1.224 -0.417
N -2.353 -1.619 0.064
N -3.768 0.082 -0.623
H 2.399 -2.294 1.580
H 2.909 -3.865 2.046
H -1.644 -5.829 0.869
H -3.379 -4.701 -0.621
H -4.748 0.252 -0.808
H -3.347 0.693 0.089
*
```

Properties
Gap between HOMO and LUMO (eV): 5.307
E_LUMO (eV): -3.3966
HOMO energy (eV): -8.7
F_max (eV/Å): 4.004
Electronic energy (eV): -77290.428
Relative energy (zero: lowest compared OMol25 entry of this formula, charge and spin) (kcal per mole): 26.5

---

The following is a DFT calculation (the ωB97M-V functional and the def2-TZVPD basis) of a 3-piece molecular cluster, C2H12NO2S overall at a distorted geometry.

ORCA input file:
```
! RIJCOSX wB97M-V def2-TZVPD def2/J DEFGRID3
* xyz 1 1
C 0.418 -0.508 0.959
C 1.189 0.760 1.342
S 2.569 1.073 0.238
N -0.244 -0.307 -0.351
H -0.251 -0.832 1.753
H 1.145 -1.314 0.832
H 1.440 0.753 2.399
H 0.516 1.607 1.174
H 3.016 -0.192 0.186
H -0.729 -1.170 -0.700
H 0.489 0.066 -0.959
H -0.983 0.398 -0.261
H -1.639 3.087 -0.975
H -0.307 2.780 -1.454
O -1.081 2.303 -1.110
H -2.235 -2.987 -0.355
H -1.465 -3.079 -1.667
O -1.848 -2.441 -1.051
*
```

Properties
Gap between HOMO and LUMO (eV): 10.315
E_LUMO (eV): -2.9596
HOMO energy (eV): -13.3
F_max (eV/Å): 1.320
Electronic energy (eV): -18683.145
Relative energy (zero: lowest compared OMol25 entry of this formula, charge and spin) (kcal per mole): 1.9

---

The following is a DFT calculation (the ωB97M-V functional and the def2-TZVPD basis) of a 5-piece molecular cluster, C2H13O4S overall at a distorted geometry.

ORCA input file:
```
! RIJCOSX wB97M-V def2-TZVPD def2/J DEFGRID3
* xyz -2 2
C -2.766 -1.019 1.283
C -2.125 -2.292 0.726
S -0.830 -2.065 -0.518
H -2.079 -0.529 1.974
H -2.935 -0.325 0.463
H -3.746 -1.281 1.705
H -1.736 -2.850 1.607
H -2.840 -3.049 0.404
H 0.767 -1.408 0.744
H 0.927 -0.682 2.016
O 1.481 -1.024 1.300
H 4.329 2.301 -2.392
H 3.232 3.236 -2.724
O 4.200 3.225 -2.644
H -0.791 2.027 -1.404
H -0.377 0.577 -1.043
O -0.201 1.517 -0.827
H 1.384 1.714 -0.575
H 1.874 0.543 0.127
O 2.232 1.383 -0.223
*
```

Properties
Gap between HOMO and LUMO (alpha / beta) (eV): 2.234 / 6.647
E_LUMO (alpha / beta) (eV): 5.9419 / 5.9272
⟨S²⟩: 0.751
HOMO energy (alpha / beta) (eV): 3.7 / -0.7
F_max (eV/Å): 1.535
Electronic energy (eV): -21308.109
Relative energy (zero: lowest compared OMol25 entry of this formula, charge and spin) (kcal per mole): 0.0

---

The following is a DFT calculation (the ωB97M-V functional and the def2-TZVPD basis) of one molecule with the formula CHClNO2PS at a distorted geometry.

ORCA input file:
```
! RIJCOSX wB97M-V def2-TZVPD def2/J DEFGRID3
* xyz 0 1
C 0.911 -0.559 -0.034
N 1.470 0.538 -0.253
O -0.410 -0.600 0.111
O -1.326 1.378 1.461
P -1.647 0.446 0.345
S -2.927 0.394 -1.029
Cl 1.516 -2.219 -0.077
H 2.413 0.623 -0.524
*
```

Properties
Gap between HOMO and LUMO (eV): 9.591
E_LUMO (eV): -1.0369
SMILES: [H]/N=C(\Cl)OP(=O)=S
HOMO energy (eV): -10.6
F_max (eV/Å): 3.122
Electronic energy (eV): -39285.155
Relative energy (zero: lowest compared OMol25 entry of this formula, charge and spin) (kcal per mole): 13.9

---

The following is a DFT calculation (the ωB97M-V functional and the def2-TZVPD basis) of a 2-piece molecular cluster, C5H10O2 overall at a distorted geometry.

ORCA input file:
```
! RIJCOSX wB97M-V def2-TZVPD def2/J DEFGRID3
* xyz 0 1
C 1.516 1.596 1.097
C 0.433 0.956 0.207
O 0.710 1.341 -1.106
C 0.429 -0.529 0.468
C -1.707 -1.550 -0.035
C -1.245 -1.636 -1.369
O -0.243 -1.076 -1.823
H 1.312 1.428 2.158
H 2.503 1.195 0.850
H 1.522 2.674 0.895
H -0.535 1.363 0.534
H 0.432 0.611 -1.685
H 1.217 -1.105 -0.019
H 0.167 -0.833 1.463
H -1.881 -0.596 0.422
H -2.420 -2.311 0.311
H -1.824 -2.267 -2.058
*
```

Properties
Gap between HOMO and LUMO (alpha / beta) (eV): 7.675 / 8.219
E_LUMO (alpha / beta) (eV): -0.8876 / -0.5533
HOMO energy (alpha / beta) (eV): -8.6 / -8.8
F_max (eV/Å): 1.001
Electronic energy (eV): -9438.106
Relative energy (zero: lowest compared OMol25 entry of this formula, charge and spin) (kcal per mole): 113.9

---

The following is a DFT calculation (the ωB97M-V functional and the def2-TZVPD basis) of C24H18IrN5O2 as an isolated structure.

ORCA input file:
```
! RIJCOSX wB97M-V def2-TZVPD def2/J DEFGRID3
* xyz 3 2
Ir 0.161 1.280 1.564
C 2.459 -0.209 0.307
N 1.911 1.106 0.714
C 2.559 2.191 0.391
C 1.910 3.422 0.658
C 2.192 4.781 0.473
C 1.098 5.459 0.956
C 0.147 4.454 1.439
N 0.642 3.252 1.261
C 2.210 -0.483 -1.167
C 1.418 0.332 -1.968
C 1.242 0.025 -3.314
C 1.850 -1.095 -3.855
C 2.638 -1.912 -3.051
C 2.819 -1.610 -1.710
H 1.990 -0.967 0.929
H 3.525 -0.202 0.542
H 3.542 2.104 -0.063
H 3.089 5.202 0.045
H 0.942 6.527 0.994
H -0.811 4.639 1.907
H 0.933 1.219 -1.573
H 0.639 0.669 -3.941
H 1.722 -1.329 -4.902
H 3.127 -2.780 -3.473
H 3.448 -2.245 -1.097
O -4.169 -4.605 -0.116
N -3.439 -4.283 0.782
O -3.158 -4.936 1.761
C -2.828 -2.921 0.681
C -3.348 -2.111 -0.265
C -2.845 -0.782 -0.456
C -3.328 0.129 -1.415
C -2.748 1.377 -1.522
C -1.696 1.724 -0.684
N -1.252 0.876 0.253
C -1.801 -0.368 0.359
C -1.265 -1.220 1.349
N -0.260 -0.665 2.079
C 0.301 -1.371 3.058
C -0.112 -2.674 3.328
C -1.122 -3.251 2.590
C -1.750 -2.509 1.554
H -4.153 -2.484 -0.886
H -4.145 -0.155 -2.068
H -3.091 2.095 -2.255
H -1.197 2.679 -0.762
H 1.082 -0.895 3.639
H 0.367 -3.222 4.127
H -1.444 -4.259 2.801
*
```

Properties
Gap between HOMO and LUMO (alpha / beta) (eV): 5.151 / 4.331
E_LUMO (alpha / beta) (eV): -12.2323 / -13.0469
⟨S²⟩: 0.793
HOMO energy (alpha / beta) (eV): -17.4 / -17.4
F_max (eV/Å): 0.486
Electronic energy (eV): -39532.811

---

The following is a DFT calculation (the ωB97M-V functional and the def2-TZVPD basis) of one molecule with the formula C2H7N3S at a distorted geometry.

ORCA input file:
```
! RIJCOSX wB97M-V def2-TZVPD def2/J DEFGRID3
* xyz 0 1
C 0.721 -0.726 -0.084
C 0.531 0.338 0.906
N -1.603 -1.541 0.200
N -0.461 -1.656 -0.455
N -1.586 1.128 -0.834
S -2.106 -0.006 0.444
H 1.100 -0.347 -1.051
H 1.451 -1.344 0.312
H 0.708 0.002 1.938
H 0.643 1.399 0.776
H -0.150 -2.710 -0.287
H -1.376 2.066 -0.496
H -2.206 1.189 -1.621
*
```

Properties
Gap between HOMO and LUMO (alpha / beta) (eV): 8.034 / 7.558
E_LUMO (alpha / beta) (eV): 0.3876 / 0.2154
HOMO energy (alpha / beta) (eV): -7.6 / -7.3
F_max (eV/Å): 3.593
Electronic energy (eV): -17488.344
Relative energy (zero: lowest compared OMol25 entry of this formula, charge and spin) (kcal per mole): 105.3